# 1
Molecular formula: C21H19F2N2O4S
Method: DFT, ωB97M-V/def2-TZVPD

The geometry in XYZ format:
```
49
C21H19F2N2O4S (ωB97M-V/def2-TZVPD)
C 3.981 -2.148 2.144
C 2.895 -3.167 2.013
O 1.913 -2.557 1.136
C 0.747 -3.189 1.236
C -0.303 -2.644 0.278
C -1.250 -3.782 -0.041
N 0.397 -2.089 -0.891
C 0.040 -2.209 -2.103
C 0.835 -1.565 -3.169
C 0.461 -1.541 -4.532
C 1.237 -0.831 -5.458
C 2.399 -0.161 -5.039
C 2.781 -0.193 -3.687
C 2.006 -0.906 -2.769
O 0.539 -4.171 1.923
H 4.813 -2.552 2.719
H 4.345 -1.835 1.164
H 3.594 -1.269 2.661
H 3.239 -4.088 1.528
H 2.453 -3.411 2.985
H -1.605 -4.178 0.911
H -2.083 -3.428 -0.655
H -0.704 -4.562 -0.585
H -0.870 -2.737 -2.450
H -0.442 -2.063 -4.839
H 0.939 -0.798 -6.511
H 3.004 0.384 -5.767
H 3.676 0.330 -3.343
H 2.274 -0.949 -1.712
F 1.122 -0.192 2.147
C -0.144 0.107 1.702
F -0.086 0.918 0.614
S -1.187 -1.487 1.301
N -2.609 -0.219 0.332
C -2.934 -0.077 -1.001
O -2.416 -0.637 -1.965
C -4.077 0.902 -1.021
C -4.357 1.273 0.284
C -5.408 2.132 0.590
C -6.188 2.613 -0.464
C -5.904 2.242 -1.797
C -4.838 1.382 -2.081
C -3.365 0.573 1.172
O -3.208 0.673 2.388
H -0.677 0.544 2.561
H -5.599 2.399 1.633
H -7.033 3.286 -0.265
H -6.531 2.634 -2.607
H -4.593 1.076 -3.102
```

## Properties
Net charge   -1
Energy relative to the best compared isomer or geometry (same formula, charge and spin)   0.758 eV
2S+1   1
Max |F|   4.372 eV Å⁻¹
Orbital gap   5.49 eV

Let us look at the Löwdin charges, expressed in e, one per atom:
1 C -0.080
2 C -0.221
3 O -0.027
4 C -0.557
5 C -0.685
6 C -0.083
7 N 0.107
8 C -0.123
9 C -0.183
10 C -0.037
11 C -0.102
12 C -0.108
13 C -0.086
14 C -0.029
15 O 0.046
16 H 0.071
17 H 0.078
18 H 0.073
19 H 0.126
20 H 0.124
21 H 0.078
22 H 0.079
23 H 0.097
24 H 0.119
25 H 0.106
26 H 0.094
27 H 0.091
28 H 0.096
29 H 0.111
30 F -0.012
31 C -0.463
32 F 0.019
33 S 1.113
34 N -0.103
35 C -0.416
36 O 0.040
37 C -0.097
38 C -0.096
39 C -0.025
40 C -0.101
41 C -0.097
42 C -0.024
43 C -0.451
44 O 0.019
45 H 0.107
46 H 0.113
47 H 0.093
48 H 0.092
49 H 0.113

---

# 2
Molecular formula: C21H19IMnN4O5S4
Method: DFT, ωB97M-V/def2-TZVPD

The geometry in XYZ format:
```
55
C21H19IMnN4O5S4 (ωB97M-V/def2-TZVPD)
Mn -0.355 -0.579 -0.039
C 2.245 -0.788 -3.725
C 2.862 -1.382 -2.491
N 3.923 -2.143 -2.616
C 4.418 -2.725 -1.482
C 3.891 -2.556 -0.236
C 4.455 -3.318 0.927
O 3.571 -4.341 1.427
C 2.772 -1.696 -0.069
C 2.235 -1.420 1.232
N 1.222 -0.659 1.487
C 0.899 -0.422 2.850
C 1.113 -1.337 3.877
C 0.760 -1.062 5.189
C 0.168 0.148 5.525
C -0.048 1.084 4.528
C 0.334 0.793 3.225
I 0.143 2.295 1.786
C 2.246 -1.092 -1.232
O 1.256 -0.280 -1.193
H 2.841 -1.059 -4.597
H 2.167 0.300 -3.642
H 1.223 -1.163 -3.844
H 5.282 -3.373 -1.613
H 4.726 -2.634 1.735
H 5.359 -3.836 0.619
H 2.678 -3.983 1.447
H 2.777 -1.811 2.089
H 1.489 -2.321 3.623
H 0.908 -1.820 5.947
H -0.131 0.356 6.547
H -0.504 2.039 4.755
O -6.732 -2.925 2.574
C -5.610 -2.524 2.255
S -5.302 -1.007 1.428
C -3.542 -1.108 1.365
C -2.984 -2.219 1.873
S -1.293 -2.590 1.905
S -4.116 -3.390 2.563
S -2.695 0.267 0.688
C -2.138 1.394 -4.194
C -1.638 0.795 -2.912
N -1.212 1.491 -1.940
O -1.272 2.863 -2.215
C -1.651 -0.687 -2.761
C -2.092 -1.600 -3.857
N -1.247 -1.176 -1.636
O -1.127 -2.427 -1.378
H -1.897 2.450 -4.240
H -3.225 1.278 -4.257
H -1.692 0.884 -5.051
H -0.922 3.218 -1.401
H -3.122 -1.389 -4.169
H -2.036 -2.621 -3.486
H -1.445 -1.512 -4.740
```

## Properties
Net charge   -2
Energy relative to the best compared isomer or geometry (same formula, charge and spin)   0.031 eV
2S+1   6
Max |F|   2.782 eV Å⁻¹
Orbital gap (spin up / spin down)   4.23 / 4.31 eV

Let us look at the Löwdin charges, expressed in e, one per atom:
1 Mn 0.565
2 C -0.027
3 C -0.262
4 N 0.097
5 C -0.130
6 C -0.180
7 C -0.217
8 O -0.062
9 C -0.076
10 C -0.075
11 N -0.027
12 C -0.382
13 C -0.075
14 C -0.091
15 C -0.105
16 C -0.161
17 C -0.626
18 I 0.912
19 C -0.297
20 O -0.133
21 H 0.066
22 H 0.080
23 H 0.077
24 H 0.094
25 H 0.108
26 H 0.107
27 H 0.073
28 H 0.111
29 H 0.103
30 H 0.097
31 H 0.093
32 H 0.082
33 O -0.166
34 C -1.083
35 S 0.887
36 C -1.176
37 C -1.200
38 S 0.461
39 S 0.889
40 S 0.406
41 C -0.027
42 C -0.299
43 N 0.017
44 O -0.087
45 C -0.311
46 C -0.055
47 N -0.284
48 O -0.182
49 H 0.058
50 H 0.088
51 H 0.073
52 H 0.056
53 H 0.072
54 H 0.062
55 H 0.065

---

# 3
Molecular formula: C21H20AsN5O7RuS3
Method: DFT, ωB97M-V/def2-TZVPD

The geometry in XYZ format:
```
58
C21H20AsN5O7RuS3 (ωB97M-V/def2-TZVPD)
Ru 0.703 -1.041 0.413
N -0.210 -4.264 2.906
C 0.396 -3.534 1.917
S -0.558 -3.023 0.524
N 1.652 -3.243 2.017
N 2.010 -2.538 0.834
C 2.708 -3.244 0.022
C 3.031 -2.909 -1.340
C 3.655 -3.860 -2.149
C 3.930 -3.595 -3.475
C 3.574 -2.350 -3.995
C 2.964 -1.390 -3.215
C 2.675 -1.644 -1.861
O 2.167 -0.724 -1.092
H -1.186 -4.035 3.013
H 0.299 -4.216 3.779
H 3.042 -4.206 0.404
H 3.913 -4.822 -1.719
H 4.405 -4.338 -4.102
H 3.776 -2.131 -5.038
H 2.689 -0.428 -3.629
O 2.676 -0.239 3.037
As 0.996 -0.308 3.565
O 0.955 -1.031 5.025
O 0.051 -0.956 2.330
C 0.346 1.509 3.666
C 0.175 2.009 4.951
C -0.422 3.245 5.154
C -0.862 3.983 4.068
C -0.697 3.491 2.780
C -0.100 2.256 2.576
S 0.117 1.737 0.874
O 0.047 2.965 0.111
O 1.434 1.058 0.847
O -0.889 0.731 0.508
H 3.088 -1.011 3.450
H 0.500 1.399 5.786
H -0.547 3.626 6.160
H -1.333 4.947 4.216
H -1.016 4.067 1.923
N 0.747 1.278 -2.423
C -0.512 0.784 -2.383
S -0.787 -0.849 -2.146
N -1.466 1.739 -2.555
C -2.868 1.696 -2.573
C -3.639 0.690 -1.996
C -5.023 0.775 -2.052
C -5.661 1.845 -2.660
C -4.890 2.856 -3.218
C -3.510 2.781 -3.175
H 1.458 0.595 -2.134
H 0.870 2.204 -2.031
H -1.090 2.644 -2.794
H -3.156 -0.139 -1.505
H -5.608 -0.015 -1.597
H -6.741 1.896 -2.693
H -5.362 3.707 -3.693
H -2.913 3.572 -3.615
```

## Properties
Net charge   -1
Energy relative to the best compared isomer or geometry (same formula, charge and spin)   0.849 eV
2S+1   2
Max |F|   0.662 eV Å⁻¹
Orbital gap (spin up / spin down)   7.62 / 7.48 eV

Let us look at the Löwdin charges, expressed in e, one per atom:
1 Ru 1.128
2 N 0.073
3 C -0.858
4 S 0.608
5 N -0.009
6 N -0.189
7 C -0.080
8 C -0.146
9 C -0.056
10 C -0.117
11 C -0.095
12 C -0.017
13 C -0.365
14 O -0.263
15 H 0.074
16 H 0.092
17 H 0.132
18 H 0.107
19 H 0.088
20 H 0.097
21 H 0.103
22 O -0.257
23 As 0.885
24 O -0.472
25 O -0.606
26 C -0.225
27 C -0.087
28 C -0.082
29 C -0.079
30 C -0.061
31 C -0.244
32 S 0.488
33 O -0.318
34 O -0.402
35 O -0.401
36 H 0.038
37 H 0.098
38 H 0.099
39 H 0.100
40 H 0.107
41 N 0.103
42 C -0.843
43 S 0.671
44 N 0.071
45 C -0.229
46 C -0.036
47 C -0.085
48 C -0.114
49 C -0.106
50 C -0.040
51 H 0.041
52 H 0.090
53 H 0.137
54 H 0.054
55 H 0.102
56 H 0.092
57 H 0.096
58 H 0.107

---

# 4
Molecular formula: C21H20BN2O6SeV
Method: DFT, ωB97M-V/def2-TZVPD

The geometry in XYZ format:
```
52
C21H20BN2O6SeV (ωB97M-V/def2-TZVPD)
V -0.555 0.093 -2.745
O 3.182 -4.000 -4.758
C 2.023 -4.532 -4.417
O 1.803 -5.716 -4.529
C 0.965 -3.626 -3.882
C -0.296 -4.093 -3.536
N -1.016 -3.035 -3.129
N -0.292 -1.913 -3.155
C 0.911 -2.240 -3.606
C 1.915 -1.098 -3.737
O 3.066 -1.381 -4.096
O 1.455 0.037 -3.457
H 3.179 -2.981 -4.672
H -0.710 -5.081 -3.575
H -1.973 -2.981 -2.789
C 1.930 0.071 5.922
C 0.640 0.651 5.330
C 0.757 2.176 5.342
C -0.542 0.256 6.217
C 0.430 0.091 3.925
C 0.311 -1.292 3.758
C 0.116 -1.883 2.512
C 0.040 -1.048 1.423
O -0.136 -1.357 0.131
B -0.142 -0.107 -0.625
O 0.061 0.927 0.376
C 0.157 0.327 1.569
C 0.350 0.919 2.798
H 2.073 0.428 6.942
H 2.791 0.369 5.331
H 1.907 -1.016 5.945
H 0.906 2.523 6.363
H -0.141 2.652 4.957
H 1.600 2.519 4.749
H -0.409 0.648 7.225
H -0.643 -0.824 6.287
H -1.474 0.650 5.819
H 0.372 -1.928 4.628
H 0.031 -2.953 2.409
H 0.437 1.991 2.862
Se -3.100 0.329 -2.510
C -2.528 2.004 -3.270
C -1.268 2.537 -2.983
C -0.812 3.708 -3.582
C -1.624 4.390 -4.466
C -2.885 3.880 -4.758
C -3.323 2.706 -4.183
H -0.610 2.114 -2.206
H 0.177 4.073 -3.339
H -1.281 5.308 -4.927
H -3.527 4.403 -5.450
H -4.298 2.307 -4.438
```

## Properties
Net charge   -1
2S+1   4
Max |F|   1.219 eV Å⁻¹
Orbital gap (spin up / spin down)   6.56 / 7.35 eV

Let us look at the Löwdin charges, expressed in e, one per atom:
1 V 0.476
2 O 0.110
3 C -0.515
4 O 0.077
5 C -0.042
6 C 0.009
7 N 0.056
8 N -0.019
9 C -0.105
10 C -0.571
11 O 0.026
12 O -0.069
13 H 0.093
14 H 0.133
15 H 0.169
16 C -0.054
17 C -0.565
18 C -0.074
19 C -0.056
20 C -0.185
21 C -0.056
22 C 0.012
23 C -0.255
24 O 0.085
25 B -0.375
26 O 0.094
27 C -0.237
28 C 0.062
29 H 0.078
30 H 0.087
31 H 0.072
32 H 0.079
33 H 0.083
34 H 0.083
35 H 0.078
36 H 0.073
37 H 0.088
38 H 0.096
39 H 0.112
40 H 0.111
41 Se 0.577
42 C -0.673
43 C -0.184
44 C -0.082
45 C -0.110
46 C -0.104
47 C -0.145
48 H 0.073
49 H 0.108
50 H 0.092
51 H 0.094
52 H 0.090